{"formula": "C24H25N5O4S", "method": "ωB97M-V with the def2-TZVPD basis set", "elements": ["C", "C", "C", "N", "C", "O", "C", "C", "S", "C", "N", "C", "C", "C", "C", "C", "C", "C", "O", "N", "C", "C", "O", "C", "O", "N", "C", "C", "C", "C", "C", "C", "N", "C", "H", "H", "H", "H", "H", "H", "H", "H", "H", "H", "H", "H", "H", "H", "H", "H", "H", "H", "H", "H", "H", "H", "H", "H", "H"], "coordinates": [[-0.046, -0.467, -2.398], [-0.991, 0.141, -1.430], [-0.835, 1.094, -0.467], [0.207, 1.881, 0.021], [1.508, 1.912, -0.302], [1.984, 1.402, -1.306], [2.388, 2.646, 0.702], [2.978, 3.909, 0.095], [3.777, 1.495, 1.094], [2.849, -0.007, 1.021], [1.673, 0.045, 1.537], [0.842, -1.028, 1.393], [-0.453, -0.973, 1.922], [-1.308, -2.034, 1.738], [-0.898, -3.169, 1.035], [0.378, -3.242, 0.523], [1.261, -2.173, 0.697], [2.616, -2.233, 0.164], [3.088, -3.179, -0.434], [3.384, -1.080, 0.387], [4.730, -1.081, -0.162], [4.752, -0.732, -1.664], [4.642, 0.633, -1.931], [-2.091, 1.230, 0.249], [-2.347, 1.974, 1.182], [-2.946, 0.331, -0.354], [-4.340, 0.312, -0.204], [-5.178, 0.243, -1.313], [-6.549, 0.234, -1.134], [-7.090, 0.309, 0.138], [-6.252, 0.400, 1.238], [-4.880, 0.394, 1.076], [-2.305, -0.278, -1.427], [-2.663, -1.635, -1.771], [0.208, -1.483, -2.090], [-0.491, -0.511, -3.390], [0.866, 0.120, -2.436], [-0.104, 2.365, 0.859], [1.855, 2.850, 1.631], [3.681, 4.368, 0.785], [3.500, 3.664, -0.828], [2.182, 4.619, -0.125], [-0.756, -0.092, 2.464], [-2.310, -1.991, 2.139], [-1.581, -3.995, 0.906], [0.726, -4.111, -0.015], [5.342, -0.369, 0.393], [5.121, -2.093, -0.035], [5.723, -1.039, -2.061], [3.970, -1.311, -2.172], [3.738, 0.939, -1.737], [-4.757, 0.220, -2.307], [-7.197, 0.179, -1.996], [-8.161, 0.307, 0.271], [-6.670, 0.471, 2.231], [-4.220, 0.477, 1.924], [-2.546, -1.777, -2.845], [-2.038, -2.360, -1.242], [-3.704, -1.806, -1.505]], "lowdin_charge": [0.011, -0.169, -0.096, 0.174, -0.502, 0.030, -0.492, -0.097, 1.068, -0.560, 0.111, -0.205, -0.009, -0.067, -0.092, -0.013, -0.069, -0.361, 0.086, 0.026, -0.130, -0.238, -0.084, -0.401, 0.054, 0.058, -0.193, -0.029, -0.080, -0.091, -0.072, -0.006, -0.064, -0.010, 0.087, 0.091, 0.066, 0.150, 0.108, 0.077, 0.084, 0.090, 0.118, 0.108, 0.106, 0.121, 0.098, 0.128, 0.123, 0.123, 0.033, 0.115, 0.104, 0.101, 0.106, 0.112, 0.097, 0.078, 0.087], "charge": 0, "gap_ev": 8.310, "de_lowest_kj_mol": 81.2, "smiles": "Cc1c(NC(=O)[C@H](C)Sc2nc3ccccc3c(=O)n2CCO)c(=O)n(-c2ccccc2)n1C"}